Record 1
DFT (wB97M-V/def2-TZVPD) results for a structure of composition C13H22CrN2S4.

The geometry in XYZ format:
```
42
Properties=species:S:1:pos:R:3:forces:R:3:mulliken_charge:R:1
H -3.1481 0.7466 -1.2147 -0.0059 -0.0191 -0.0089 0.271
H -1.0529 2.4844 2.7827 0.0144 0.0091 -0.0355 0.501
H -2.2759 1.2840 -3.5523 -0.0232 -0.0071 0.0020 0.483
H 1.6973 -2.1483 -0.2669 -0.0263 0.0147 -0.1195 -0.065
H -2.1519 -1.0501 2.8537 -0.0043 -0.0368 -0.0235 0.467
H -3.0818 0.7449 1.2319 -0.0012 -0.0123 0.0138 0.263
H -2.1006 1.2994 3.5232 -0.0261 -0.0052 -0.0058 0.479
C 3.0351 -0.6718 0.1398 0.0397 0.0625 0.0428 0.740
C -1.0307 -2.2396 1.4210 0.0477 -0.0652 0.1486 -0.466
H -2.3205 -1.0499 -2.8439 -0.0047 -0.0336 0.0319 0.447
H -1.1876 2.4680 -2.8713 0.0140 0.0118 0.0384 0.491
H -1.5740 -3.1518 1.6649 -0.0452 0.0044 -0.0175 0.506
H -0.8890 -1.7703 -3.5595 0.0088 -0.0149 -0.0103 0.503
C -1.5796 1.5468 2.5982 -0.1078 -0.0177 0.0701 -0.876
N 2.1851 0.3345 -0.1009 0.0378 0.3005 -0.0770 -0.040
C 4.0137 1.8955 -0.1005 0.1164 -0.0936 0.0444 -0.926
S -0.3809 0.2946 -2.4947 0.1884 0.1194 0.0220 -0.006
H -0.0970 -2.5471 -1.3282 0.0391 0.0506 0.0242 0.223
C 4.8877 0.8373 0.1874 0.1584 0.1558 0.0054 -0.295
N 2.5166 -1.9336 0.2722 -0.0717 -0.0286 0.1161 -0.305
C -1.7098 1.5348 -2.6553 -0.1089 -0.0147 -0.0515 -0.895
H 5.9471 1.0239 0.3073 -0.0184 0.0055 -0.0050 0.428
C -2.6407 1.6801 -1.4566 0.0111 -0.0815 -0.0497 -0.481
H 3.1759 -2.6944 0.3169 0.0384 0.0018 0.0027 0.260
H -1.7010 -3.1555 -1.6888 -0.0535 0.0107 0.0244 0.484
C 4.4070 -0.4379 0.3063 -0.0481 -0.0973 -0.0160 -0.794
S -0.2530 0.3143 2.3817 0.2398 0.1082 -0.0442 -0.028
C -1.1155 -1.2845 2.6066 -0.1027 -0.0311 0.0425 -0.938
H 5.0667 -1.2704 0.5113 -0.0039 0.0210 -0.0037 0.370
H -3.3107 2.4407 1.6878 -0.0108 0.0132 0.0200 0.529
H 1.9752 2.3828 -0.4464 -0.0241 -0.0429 -0.0121 0.499
Cr 0.1098 0.4831 -0.0676 -0.2631 -0.3906 0.0233 0.843
S -1.6558 2.2058 -0.0296 0.1796 0.2470 -0.0010 -0.127
H -3.3900 2.4420 -1.6660 -0.0145 0.0078 -0.0233 0.520
S -1.7812 -1.4224 -0.0064 0.0875 0.1385 -0.0126 -0.115
H 0.0041 -2.5112 1.2087 -0.0028 0.0713 -0.0077 0.252
H -0.6690 -1.7513 3.4827 0.0101 -0.0131 0.0047 0.487
H 4.3587 2.9128 -0.2112 0.0206 -0.0312 0.0041 0.452
C -1.2738 -1.2952 -2.6590 -0.0939 -0.0428 -0.0630 -0.918
C -1.1345 -2.2490 -1.4778 0.0023 -0.0361 -0.1377 -0.470
C -2.5681 1.6820 1.4458 -0.0095 -0.0865 0.0459 -0.484
C 2.6937 1.5959 -0.2325 -0.1836 -0.1521 -0.0018 -0.267
```
Positions in Å, forces in eV/Å.

Output
<S²>: 6.024
net charge: +2
largest force on an atom: 0.00917 Eh/bohr
multiplicity: 5
energy: -88568.4329 eV
LUMO (alpha / beta): -6.38 / -6.20 eV

***

Record 2
DFT (wB97M-V/def2-TZVPD) results for a cluster of 3 separate species, C4H17N2O2 in total in a non-equilibrium geometry.

The geometry in XYZ format:
```
25
Properties=species:S:1:pos:R:3:forces:R:3:mulliken_charge:R:1
H 0.2565 0.2664 -3.4866 -0.8501 2.2105 1.0253 0.332
H -0.4543 1.1112 2.7233 -0.3607 0.3521 -0.3458 0.357
H -0.1017 -0.9855 2.2365 0.0950 0.2481 -0.2064 0.401
H -0.7151 -0.1443 -0.7938 -0.0923 1.1321 1.1008 0.618
H -3.0030 -0.9198 1.3149 -0.5771 0.8141 -0.6321 0.400
H 2.7280 -2.5992 -0.5837 -0.1857 -0.5053 -0.4808 0.315
H -0.4569 2.0129 0.5781 1.7049 0.0450 -0.2768 0.353
C -2.0728 -1.4044 1.1176 1.1054 -0.0205 3.0907 -1.157
H -2.1825 -2.2986 1.7857 0.7972 0.5744 -0.4697 0.342
H -1.8175 -1.6826 0.1572 -0.7717 -0.9402 -1.9977 0.377
H 0.2236 -1.2587 -0.3699 1.4560 -3.1622 0.1786 0.656
C -0.7880 -0.5295 1.5162 -1.7313 0.8621 -1.1216 0.505
H -0.6873 1.4037 -3.9584 1.0876 -0.2385 2.0827 0.355
H 1.0395 2.7231 0.0592 0.4055 1.4776 0.4889 0.403
N -1.0912 0.8423 1.9554 0.5710 -2.2189 1.7550 -0.414
C -0.0479 -0.3813 0.0726 1.1898 3.0921 0.6891 -1.399
O -0.1565 1.1372 -3.1238 -0.1786 -1.9224 -2.6830 -0.671
O 3.1776 -2.0316 -1.2108 -0.0563 1.1490 -0.3383 -0.636
N 0.4518 1.9212 0.0304 -0.9738 0.4642 -2.2938 -0.122
H 2.7930 -2.0551 -2.1073 0.1386 -0.6035 0.8449 0.330
H 2.0193 0.3911 -0.4473 -0.7143 0.9237 -0.1356 0.427
H 1.6024 0.6276 1.1519 1.8701 -0.0218 4.9813 0.528
H -2.0212 1.2639 2.0873 -0.0128 -0.4077 -0.5761 0.323
H 0.0897 1.8910 -0.9644 0.5225 0.0162 0.4740 0.224
C 1.2145 0.6988 0.2597 -4.4388 -3.3202 -5.1537 -0.847
```
Positions in Å, forces in eV/Å.

Output
<S²>: 0.755
net charge: +2
largest force on an atom: 0.14719 Eh/bohr
multiplicity: 2
energy: -11477.9504 eV
energy above the lowest of the compared OMol25 structures with the same formula, charge and spin: 2.6999 eV
LUMO (alpha / beta): -7.02 / -12.81 eV

***

Record 3
DFT (wB97M-V/def2-TZVPD) results for a structure of composition C4H7Cl in a non-equilibrium geometry.

The geometry in XYZ format:
```
12
Properties=species:S:1:pos:R:3:forces:R:3:mulliken_charge:R:1
C 1.6494 -0.2489 -0.2507 -2.5380 3.7746 0.2032 -1.189
H 2.1019 0.6967 0.2858 -0.3014 -1.9573 -1.3456 0.217
H 2.2737 -1.0164 -0.4691 2.1486 -2.4679 0.2866 0.422
H 0.1431 1.7968 -0.0106 -1.8408 -1.8193 -0.5111 0.272
H 1.2431 0.0432 -1.2798 0.9487 0.0215 1.1583 0.331
C -0.4209 0.7746 -0.0828 -6.6588 -2.4257 4.2114 -0.340
Cl -0.6383 -1.7886 -0.1283 1.0321 -2.2771 -0.0768 -0.269
C 0.3161 -0.4577 0.5343 2.1044 -0.3670 0.0828 0.332
H -2.4662 1.2972 -0.3914 -1.1570 0.6291 -0.4071 0.300
H -2.7734 -0.6474 0.1524 3.3472 3.8460 -0.7623 0.224
C -1.9720 0.4204 -0.0686 3.9143 0.8784 0.2088 -0.628
H 0.5435 -0.8701 1.7087 -0.9994 2.1647 -3.0482 0.329
```
Positions in Å, forces in eV/Å.

Output
largest force on an atom: 0.16032 Eh/bohr
energy: -16778.2741 eV
energy above the lowest of the compared OMol25 structures with the same formula, charge and spin: 5.0974 eV
LUMO: 0.34 eV